Record 1
Density functional theory data (ωB97M-V/def2-TZVPD) for a single ClH2O3PS molecule in a non-equilibrium geometry.

Atoms and positions in Å:
O: 0.4810 1.8600 0.9751
O: -0.3354 1.3012 -0.0483
P: -0.0836 -0.1591 -0.7106
O: -0.7433 -1.2546 0.8407
S: -1.0073 -0.2741 -2.4189
Cl: 1.8971 -0.4505 -0.5708
H: 1.0352 1.0371 1.2229
H: -1.2436 -2.0601 0.7100

E_tot   -1426.5806 hartree
HOMO-LUMO gap   0.34995 hartree
Lowest unoccupied orbital energy   -0.6 eV
SMILES string   OO[P@@](O)(=S)Cl



Record 2
Density functional theory data (ωB97M-V/def2-TZVPD) for 2 unconnected molecules or ions with the total composition ClH2OPS in a non-equilibrium geometry.

Atoms and positions in Å:
O: 1.0041 0.5451 -0.9989
P: 0.8473 -0.1171 0.2329
S: 0.7515 1.5357 1.5295
H: 1.1181 0.9331 2.6310
Cl: -1.5818 -1.7644 -1.0713
H: -2.1392 -1.1325 -2.3232

E_tot   -1276.1588 hartree
HOMO-LUMO gap   0.34051 hartree
Lowest unoccupied orbital energy   -0.4 eV
SMILES string   O=PS.Cl



Record 3
Density functional theory data (ωB97M-V/def2-TZVPD) for 19 unconnected molecules or ions with the total composition ClH36O22 in a non-equilibrium geometry.

Atoms and positions in Å:
Cl: -5.4370 -7.7770 9.0300
O: -6.3330 -7.0590 10.0180
O: -4.0180 -7.5340 9.3620
O: -5.6240 -9.2420 9.1260
O: -5.7410 -7.2980 7.6500
O: -4.4740 -12.3480 9.6300
H: -5.2760 -12.3770 10.0780
H: -4.5170 -11.7480 8.8810
O: -6.8660 -10.2260 6.0190
H: -7.1710 -10.1800 6.9410
H: -6.9850 -9.3220 5.7730
O: -7.2650 -11.5980 8.7980
H: -6.7730 -10.8070 8.7670
H: -6.8240 -12.3330 8.4030
O: -1.9940 -6.7850 11.4470
H: -2.9060 -6.8890 11.7300
H: -1.9760 -5.9320 11.0050
O: -6.7230 -4.7950 6.3840
H: -7.0610 -4.1100 5.8000
H: -5.7630 -4.5970 6.4050
O: -9.1260 -5.1340 10.4300
H: -9.2340 -5.8980 11.0190
H: -8.4690 -5.3460 9.7180
O: -7.4210 -9.0640 11.8310
H: -7.8590 -9.8990 11.9470
H: -7.4290 -8.8210 10.8870
O: -2.7800 -9.7220 9.9060
H: -2.0240 -9.1990 9.6140
H: -3.4770 -9.0750 9.7960
O: -4.8830 -9.7550 12.0080
H: -5.7590 -9.3880 11.8660
H: -4.6790 -10.1230 11.1740
O: -1.0520 -7.9200 9.0980
H: -1.2130 -7.3120 9.8420
H: -1.6200 -7.5640 8.3630
O: -7.2640 -7.6330 5.1650
H: -7.2730 -7.2250 6.0180
H: -6.4430 -7.2460 4.8200
O: -4.6080 -6.9750 12.3480
H: -5.4010 -6.8830 11.8550
H: -4.5610 -7.8350 12.6720
O: -6.7040 -4.6530 9.0340
H: -6.7370 -4.6590 8.1130
H: -6.0720 -5.3390 9.2360
O: -8.5100 -9.0340 8.7390
H: -8.4990 -8.0710 8.5440
H: -9.3530 -9.3450 9.0930
O: -3.4590 -5.0250 9.4530
H: -3.6820 -4.7440 10.3440
H: -3.6640 -5.9800 9.4570
O: -2.3020 -6.9670 7.1150
H: -2.9330 -6.2670 6.9550
H: -2.7450 -7.7830 6.9970
O: -8.5830 -6.6300 7.8240
H: -7.7920 -6.1910 7.5970
H: -9.3220 -6.1120 7.4010
O: -4.1020 -8.6720 6.1710
H: -4.8420 -8.1460 6.5580
H: -4.0400 -9.4700 6.6900

Total charge   -1
E_tot   -2136.8949 hartree
HOMO-LUMO gap   0.31585 hartree
Lowest unoccupied orbital energy   1.5 eV



Record 4
Density functional theory data (ωB97M-V/def2-TZVPD) for a single ClH3N2OS molecule in a non-equilibrium geometry.

Atoms and positions in Å:
N: 0.0322 0.9129 1.3620
S: 0.7357 0.6694 0.0714
N: -0.1566 -0.3043 -0.8450
O: 1.0405 1.7371 -0.8609
Cl: 2.4927 -0.7123 0.1063
H: 0.5440 1.4853 1.9445
H: -0.7552 0.3234 -1.3476
H: -0.6863 -0.8763 -0.2842

E_tot   -1044.8609 hartree
HOMO-LUMO gap   0.37040 hartree
Lowest unoccupied orbital energy   -0.8 eV
SMILES string   N=[S@@](N)(=O)Cl



Record 5
Density functional theory data (ωB97M-V/def2-TZVPD) for 2 unconnected molecules or ions with the total composition ClH3N2OS in a non-equilibrium geometry.

Atoms and positions in Å:
N: 0.7001 -1.3068 -0.7443
N: -0.6679 1.5078 0.3916
O: -0.9620 -0.3809 2.2274
S: 0.0021 0.4529 1.4724
Cl: 1.8738 -1.4707 -1.9287
H: 0.0746 -2.0763 -1.1146
H: -1.0773 1.1013 -0.3525
H: 0.0566 2.1728 0.0485

E_tot   -1044.7800 hartree
HOMO-LUMO gap (spin up / spin down)   0.37090 / 0.22981 hartree
Lowest unoccupied orbital energy (spin up / spin down)   -0.1 / -1.5 eV



Record 6
Density functional theory data (ωB97M-V/def2-TZVPD) for a single ClH3N2S molecule in a non-equilibrium geometry.

Atoms and positions in Å:
N: 0.3278 -1.4115 0.3665
N: 0.0061 1.0151 -0.1612
S: 0.8666 -0.3704 -0.6177
Cl: 3.0299 0.1375 -0.0505
H: 0.6008 -2.4428 0.0914
H: 0.4738 1.7564 -0.6413
H: -1.0143 0.9303 -0.0670

E_tot   -969.6277 hartree
HOMO-LUMO gap   0.33591 hartree
Lowest unoccupied orbital energy   -0.3 eV



Record 7
Density functional theory data (ωB97M-V/def2-TZVPD) for 2 unconnected molecules or ions with the total composition ClH3N2S in a non-equilibrium geometry.

Atoms and positions in Å:
N: -2.9465 -0.2003 -0.2327
N: -0.6386 0.5077 0.6503
S: -1.5163 -0.6344 0.1602
Cl: 4.1678 -0.1142 0.0924
H: -3.4061 -0.8362 -0.8376
H: 5.3751 -0.2046 -0.4110
H: -1.0355 1.4819 0.5784

E_tot   -969.6271 hartree
HOMO-LUMO gap   0.35814 hartree
Lowest unoccupied orbital energy   -0.2 eV



Record 8
Density functional theory data (ωB97M-V/def2-TZVPD) for 2 unconnected molecules or ions with the total composition ClH3N2S in a non-equilibrium geometry.

Atoms and positions in Å:
N: -0.7830 0.0594 -1.2111
N: 0.5079 -0.9556 0.5133
S: -0.4362 0.4250 0.2142
Cl: 1.3060 1.7766 0.3090
H: -1.9950 1.1286 -1.7774
H: 0.0018 -1.6804 1.0047
H: 1.3985 -0.7535 0.9473

E_tot   -969.5258 hartree
HOMO-LUMO gap (spin up / spin down)   0.32154 / 0.32159 hartree
Lowest unoccupied orbital energy (spin up / spin down)   -0.9 / -0.9 eV



Record 9
Density functional theory data (ωB97M-V/def2-TZVPD) for a single ClH3N3P3 molecule in a non-equilibrium geometry.

Atoms and positions in Å:
N: 1.2025 0.6285 0.2140
N: -1.1600 1.0070 -0.5503
N: -0.5919 -1.4189 0.6767
P: 0.2834 1.7402 -0.4939
P: -1.7354 -0.7815 -0.1526
P: 2.5272 0.0752 0.8524
Cl: 3.3335 -1.0388 -0.7489
H: -1.7845 1.5505 -1.0761
H: 0.2517 -1.8416 0.3833
H: -2.3266 0.0794 0.8954

E_tot   -1650.2661 hartree
HOMO-LUMO gap (spin up / spin down)   0.19244 / 0.19236 hartree
Lowest unoccupied orbital energy (spin up / spin down)   -1.8 / -1.8 eV



Record 10
Density functional theory data (ωB97M-V/def2-TZVPD) for a molecular structure, ClH3NO2P in a non-equilibrium geometry.

Atoms and positions in Å:
N: -0.7454 -0.6563 -0.6285
O: 2.9272 0.0497 0.6411
O: 0.1659 -0.3335 0.2730
P: 1.8925 0.7399 -0.5054
Cl: 2.2057 -0.6545 -1.8915
H: -1.6945 -0.2617 -0.6220
H: -0.7814 -1.6581 -0.9570
H: 2.2920 -0.4411 1.1063

E_tot   -1008.5147 hartree
HOMO-LUMO gap (spin up / spin down)   0.29490 / 0.29485 hartree
Lowest unoccupied orbital energy (spin up / spin down)   -0.2 / -0.2 eV



Record 11
Density functional theory data (ωB97M-V/def2-TZVPD) for 2 unconnected molecules or ions with the total composition ClH3NOP in a non-equilibrium geometry.

Atoms and positions in Å:
N: 1.7889 -0.1534 -0.3014
O: -0.4512 0.4932 0.4759
P: 0.7765 1.1345 0.0187
Cl: -3.8341 -0.3504 -0.0322
H: 2.6535 0.0424 -0.7650
H: 1.5744 -0.8352 0.3964
H: -2.5081 -0.3310 0.2077

Spin multiplicity   3
<S²>   2.009
E_tot   -933.2433 hartree
HOMO-LUMO gap (spin up / spin down)   0.28719 / 0.28299 hartree
Lowest unoccupied orbital energy (spin up / spin down)   0.8 / -3.4 eV



Record 12
Density functional theory data (ωB97M-V/def2-TZVPD) for a single ClH3NOPS molecule in a non-equilibrium geometry.

Atoms and positions in Å:
N: 0.5485 -0.0469 1.3607
P: -0.5408 0.0962 0.0353
O: 0.3643 -0.5610 -1.7227
S: -1.3753 1.8455 -0.2850
Cl: -1.2960 -1.7191 0.0401
H: 1.3658 -0.6253 1.1516
H: 0.6748 0.8666 1.7353
H: 0.2586 0.1441 -2.3153

E_tot   -1331.5513 hartree
HOMO-LUMO gap   0.36912 hartree
Lowest unoccupied orbital energy   0.1 eV
SMILES string   N[P@](O)(=S)Cl